# 1
# C6H12O

One molecule with the formula C6H12O at a distorted geometry (ωB97M-V/def2-TZVPD, OMol25).

Last column: Löwdin charge in e.
CARTESIAN COORDINATES (ANGSTROEM)
C: 1.3686 -0.7369 0.8944  -0.2181
H: -1.6651 -0.9915 1.4160  0.0668
H: 3.0844 -1.1583 0.1040  0.0712
C: -2.2058 -0.1659 0.9410  -0.1015
H: 1.2293 1.7326 -0.5915  0.1080
C: 0.8503 0.9089 -1.1742  -0.1014
H: 1.0762 0.9490 -2.2414  0.1060
H: -0.5839 1.2640 1.0632  0.1054
H: -2.8237 0.3199 1.7018  0.0707
C: -0.4158 0.2151 -0.8151  -0.2698
H: -1.0184 -0.1777 -1.6327  0.1385
H: 0.7588 -1.4955 1.4154  0.1162
C: -1.2398 0.8217 0.3026  -0.2391
C: 0.9134 -0.4625 -0.5545  -0.2157
H: -2.8723 -0.5962 0.1851  0.0749
H: 1.3577 -1.0287 -1.3487  0.1237
O: 2.7154 -1.1710 0.9852  -0.0625
H: -1.7915 1.6636 -0.1371  0.1149
H: 1.2772 0.1997 1.4601  0.1117

Its structure (SMILES) is CC[C@H]1C[C@H]1CO.


# 2
# C6H12O

One molecule with the formula C6H12O (ωB97M-V/def2-TZVPD, OMol25).

Last column: Löwdin charge in e.
CARTESIAN COORDINATES (ANGSTROEM)
H: -1.1657 1.3584 -0.3018  0.1423
C: -0.9054 -0.3141 2.0725  -0.0226
H: -1.4285 -0.9438 0.0761  0.1377
H: 1.0089 2.0659 0.8178  0.0766
H: 1.7584 -0.8971 -1.1258  0.0994
C: -0.5755 -0.4863 0.6127  -0.4142
C: -0.2224 -0.2102 -1.5751  -0.1234
O: 0.4996 -1.3846 0.4163  -0.1072
H: -1.2724 -0.4199 -1.8417  0.1092
H: 0.2177 0.2063 -2.4769  0.1048
H: -0.1387 0.2278 2.6335  0.0814
C: 0.9671 1.5536 -0.1482  -0.0521
C: -0.2904 0.6977 -0.3254  -0.3116
H: 0.9753 2.3272 -0.9273  0.0808
H: -1.0342 -1.3023 2.5267  0.0842
C: 0.7589 -1.3226 -0.9814  -0.1616
H: -1.8561 0.2222 2.1570  0.0827
H: 1.8928 0.9804 -0.2590  0.0731
H: 0.8106 -2.3587 -1.3499  0.1206

Its structure (SMILES) is C[C@@H]1OCC[C@@H]1C.


# 3
# C6H12O

One molecule with the formula C6H12O (ωB97M-V/def2-TZVPD, OMol25).

Last column: Löwdin charge in e.
CARTESIAN COORDINATES (ANGSTROEM)
H: -0.2956 -2.1477 -1.2397  0.0765
H: 1.6607 -1.2305 0.6417  0.0816
C: -0.3993 1.8671 0.7842  -0.2082
H: -0.9805 0.0092 1.6825  0.1223
C: -0.8213 -1.6434 -0.4218  -0.0785
H: -0.3999 2.4107 1.7321  0.1229
O: 0.9178 1.4224 0.5265  -0.1100
H: 2.8807 -0.1663 -0.0783  0.0826
C: -1.2107 0.5833 0.7763  -0.1384
H: -1.1388 0.2541 -1.3461  0.1360
H: -1.8856 -1.8828 -0.5219  0.0797
H: -0.4740 -2.0809 0.5208  0.0771
H: 1.9831 -1.2939 -1.1047  0.0820
H: -2.2926 0.7300 0.7252  0.1187
H: 1.0150 0.9079 -1.4538  0.1433
C: -0.6297 -0.1277 -0.4522  -0.3155
C: 0.8369 0.4176 -0.4843  -0.3535
H: -0.7436 2.5483 -0.0129  0.1241
C: 1.9053 -0.6299 -0.2384  -0.0426

Its structure (SMILES) is C[C@@H]1OCC[C@@H]1C.


no.,HOMO level (Eh),frontier orbital gap (eV)
1,-0.3597,10.8
2,-0.3398,10.3
3,-0.3529,10.7